Entry from the OMol25 dataset: C8H14O4 in the gas phase in a non-equilibrium geometry (wB97M-V/def2-TZVPD).

The frontier orbital gap comes out at 10.974 eV. The HOMO energy is -0.36929 hartree. As for the structure (SMILES): C[C@@H]1OO[C@@H](CCCO)[C@@H]2O[C@@H]21. As for the net charge: 0. The value obtained for the energy above the lowest of the compared OMol25 structures with the same formula, charge and spin is 138.1 kcal/mol.

XYZ file:
```
26
Properties=species:S:1:pos:R:3:forces:R:3
C 3.43184 -1.34882 -0.13127 1.03 0.28 0.27
C 2.14172 -0.81117 0.46087 -0.57 -0.54 0.45
O 1.26470 -1.14572 -0.57385 -1.86 0.61 -0.48
O -0.05456 -0.65180 -0.19713 0.04 -1.85 0.06
C -0.18736 0.70074 -0.45851 1.42 1.60 -1.19
C -1.57731 1.10238 -0.00521 -0.12 -0.17 0.73
C -2.67724 0.44120 -0.82007 -1.10 0.12 0.84
C -3.11306 -0.85921 -0.22595 -0.62 -0.91 0.75
O -3.71709 -0.74882 1.09499 -0.37 0.75 -1.15
C 0.92996 1.45703 0.30697 -1.72 0.57 0.59
O 2.24039 1.60200 -0.23761 -0.39 0.27 -0.63
C 2.04220 0.65656 0.78263 0.92 -0.50 0.68
H 3.70566 -0.86452 -1.09938 -0.49 -0.22 0.78
H 4.25547 -1.13971 0.57517 -0.21 -0.37 -0.31
H 3.31810 -2.43548 -0.30700 0.20 0.59 0.21
H 1.81691 -1.33634 1.42528 0.59 0.35 -1.13
H -0.09955 0.91945 -1.55840 0.11 -0.27 0.70
H -1.68312 0.77623 1.07811 -0.05 0.85 -1.09
H -1.69834 2.18501 -0.16421 0.38 -0.22 0.58
H -3.58215 1.07188 -0.87150 0.42 0.13 -0.12
H -2.37985 0.20708 -1.81748 0.40 0.15 -0.93
H -3.77571 -1.41826 -0.90208 -0.08 0.25 0.11
H -2.23611 -1.46133 -0.10070 0.38 -0.52 0.30
H -4.48902 -0.15174 0.97886 0.66 -0.60 0.27
H 0.48856 2.31526 0.89885 1.05 -0.80 -0.59
H 2.54710 0.85506 1.71658 -0.01 0.46 0.29
```
Forces are in eV/Å.